3 unconnected molecules or ions with the total composition C27H62F5N7O5P3S in a non-equilibrium geometry. Source: the OMol25 dataset; level of theory: ωB97M-V/def2-TZVPD.

Each line ends with the Löwdin charge.
Atoms and positions in Å:
C 5.481 -1.016 5.165  -0.0645
C 4.371 -0.040 5.596  -0.2463
O 3.298 -0.631 6.327  -0.1228
C 2.582 -1.558 5.568  -0.2223
C 1.053 -1.355 5.735  -0.0577
N 0.389 -2.137 4.640  -0.0719
C -0.471 -3.305 4.955  -0.0172
C -0.673 -3.897 3.513  -0.3008
C -2.137 -4.417 3.502  0.0010
C 0.242 -5.092 3.276  -0.3956
F 0.121 -5.957 4.301  0.1469
F 1.555 -4.723 3.274  0.1261
C -0.015 -5.891 1.957  -0.5771
F -0.912 -6.834 2.186  0.1968
F -0.408 -5.122 0.950  0.1935
F 1.103 -6.480 1.576  0.2021
C -0.492 -2.631 2.535  -0.0496
C -0.340 -1.423 3.540  -0.4844
C -1.705 -0.814 3.924  -0.1424
C -2.322 0.143 2.882  -0.1673
C -2.931 -0.551 1.623  -0.0783
C -2.082 -0.306 0.380  -0.5472
O -1.526 -1.161 -0.216  0.1332
O -2.009 0.992 -0.077  0.0686
P 0.811 -0.213 2.669  0.5013
S 0.896 1.542 3.534  0.2120
H 5.058 -1.782 4.493  0.0679
H 6.177 -0.450 4.531  0.0875
H 5.986 -1.521 5.993  0.0844
H 4.835 0.758 6.186  0.1274
H 3.977 0.453 4.686  0.1087
H 2.859 -2.595 5.834  0.1481
H 2.858 -1.405 4.504  0.0912
H 0.778 -0.297 5.762  0.1042
H 0.780 -1.814 6.694  0.1439
H 1.147 -2.588 4.106  0.1449
H 0.075 -3.920 5.684  0.1581
H -1.428 -3.089 5.436  0.1455
H -2.306 -5.138 4.313  0.1131
H -2.409 -4.861 2.536  0.1017
H -2.861 -3.607 3.667  0.0890
H -1.413 -2.679 1.953  0.1019
H 0.322 -2.742 1.802  0.1290
H -2.430 -1.580 4.221  0.1141
H -1.533 -0.208 4.833  0.1255
H -1.648 0.936 2.543  0.0581
H -3.152 0.652 3.387  0.1290
H -3.886 -0.043 1.414  0.1332
H -3.176 -1.610 1.747  0.1145
H -1.228 1.462 0.251  0.1135
H 0.347 0.008 1.347  -0.0015
H 2.113 -0.757 2.556  0.0137
O -4.213 3.020 -5.054  -0.2956
P -4.584 1.587 -4.705  0.7298
N -2.996 0.929 -4.859  -0.3060
C -2.631 -0.376 -5.361  -0.1235
C -2.026 1.382 -3.869  -0.1403
N -5.569 1.321 -6.109  -0.3517
C -4.967 0.912 -7.368  -0.1303
C -6.519 2.406 -6.359  -0.1485
N -5.196 0.111 -4.016  -0.3183
C -4.857 -0.160 -2.625  -0.1405
C -5.967 -0.936 -4.656  -0.1110
H -2.871 -1.194 -4.667  0.0763
H -1.555 -0.415 -5.544  0.0852
H -3.085 -0.593 -6.325  0.0543
H -2.084 0.782 -2.950  0.0577
H -2.191 2.426 -3.597  0.0741
H -1.008 1.320 -4.263  0.0748
H -4.086 1.511 -7.629  0.0908
H -5.689 0.993 -8.182  0.0826
H -4.697 -0.146 -7.346  0.0543
H -6.047 3.262 -6.854  0.0796
H -6.960 2.760 -5.425  0.0732
H -7.338 2.052 -6.990  0.0794
H -4.074 -0.925 -2.552  0.0775
H -5.728 -0.499 -2.055  0.0796
H -4.493 0.742 -2.128  0.0702
H -5.355 -1.516 -5.351  0.0767
H -6.835 -0.549 -5.185  0.0814
H -6.363 -1.637 -3.914  0.0812
O 4.717 0.791 -0.337  -0.3228
P 4.648 2.131 -1.062  0.7295
N 3.868 2.991 0.213  -0.3093
C 2.868 4.031 0.108  -0.1245
C 4.675 3.187 1.416  -0.1425
N 3.541 1.592 -2.291  -0.3472
C 2.110 1.591 -2.046  -0.1363
C 3.927 0.316 -2.895  -0.1464
N 4.942 3.567 -1.986  -0.3163
C 6.028 4.435 -1.538  -0.1267
C 4.221 4.068 -3.141  -0.1053
H 3.272 4.990 -0.243  0.0804
H 2.411 4.213 1.083  0.0798
H 2.036 3.749 -0.534  0.0519
H 5.305 4.082 1.335  0.0739
H 5.331 2.333 1.597  0.0678
H 4.043 3.286 2.303  0.0701
H 1.849 1.146 -1.074  0.0735
H 1.586 1.036 -2.827  0.0776
H 1.702 2.602 -2.108  0.0577
H 3.646 -0.539 -2.269  0.0750
H 5.005 0.274 -3.057  0.0763
H 3.449 0.202 -3.871  0.0810
H 5.640 5.332 -1.042  0.0824
H 6.662 4.748 -2.370  0.0840
H 6.676 3.914 -0.831  0.0750
H 3.237 4.454 -2.860  0.0785
H 4.099 3.314 -3.914  0.0817
H 4.766 4.889 -3.613  0.0854

Orbital gap (eV): 7.0
Max |F| (eV Å⁻¹): 6.80
E_HOMO (eV): -9.33
Charge: +1
DFT total energy (a.u.): -3746.6387



A gas-phase ion, C3HOS4 (charge -1) in a non-equilibrium geometry. Source: the OMol25 dataset; level of theory: ωB97M-V/def2-TZVPD.

Each line ends with the Löwdin charge.
Atoms and positions in Å:
C -0.549 0.014 -0.037  -0.5671
C -0.403 1.377 0.055  -0.5403
C 0.468 -0.885 0.011  -1.1369
O -1.852 -0.450 0.008  -0.0527
S -0.764 2.976 0.023  0.6200
S 0.070 -2.564 0.101  0.4830
S 2.689 1.439 0.041  -0.1101
S 2.136 -0.498 -0.018  0.3025
H -1.796 -1.409 -0.185  0.0017

Orbital gap (spin up / spin down) (eV): 5.9 / 5.9
Max |F| (eV Å⁻¹): 4.49
E_HOMO (spin up / spin down) (eV): -3.56 / -3.56
Charge: -1
DFT total energy (a.u.): -1782.9155
Energy above the lowest of the compared OMol25 structures with the same formula, charge and spin (kJ/mol): 144.5